{"formula": "C6H11ClN3S", "method": "wB97M-V/def2-TZVPD", "elements": ["C", "C", "C", "C", "C", "C", "N", "N", "N", "S", "Cl", "H", "H", "H", "H", "H", "H", "H", "H", "H", "H", "H"], "xyz": [[1.0023, 0.6187, -0.0858], [1.6110, 0.9242, -1.4359], [-2.2570, 1.3525, 1.5694], [-2.3708, -0.0489, 0.9877], [-0.9986, 0.5449, 1.1380], [1.2437, -1.8773, -1.7960], [-0.2507, 0.9661, 0.0514], [1.7564, -0.0538, 0.8015], [0.0514, -1.6747, -1.3441], [2.3673, -0.6766, -2.0472], [3.4929, 0.1072, 1.0471], [0.9824, 1.3425, -2.1782], [2.4434, 1.6763, -1.3402], [-2.6911, 2.1995, 0.9897], [-2.4934, 1.4704, 2.6360], [-2.7133, -0.8153, 1.6388], [-2.7458, -0.2469, -0.0462], [-0.4109, 0.2606, 2.0959], [1.5095, -2.9424, -2.1841], [-0.2395, -0.7440, -1.0408], [1.2542, 0.0093, 1.7355], [-0.5435, -2.3924, -1.1927]], "atomic_forces_ev_per_a": [[-1.711, 2.664, -1.516], [1.861, -0.478, 0.993], [-0.701, -0.148, -0.939], [-0.447, 0.346, -1.141], [0.028, 0.857, 3.963], [-0.082, -1.366, -1.183], [1.804, -1.192, -1.542], [-0.200, -0.677, 3.323], [1.716, 2.245, -0.273], [1.088, 0.773, -0.519], [-1.345, 0.225, -0.495], [-1.159, 0.037, -0.420], [-0.302, -1.123, -0.065], [0.935, -0.822, 0.153], [0.491, -0.326, -0.492], [0.186, -0.597, 0.613], [0.356, 0.741, 0.860], [-1.106, 0.097, -1.464], [-0.263, 2.004, 0.963], [-0.216, 0.036, 0.000], [1.370, -0.459, -1.281], [-2.301, -2.836, 0.460]], "orbital_gap_ev": 8.422, "charge": 1, "relative_energy_ev": 0.0393}